(1)
Density functional theory data (ωB97M-V/def2-TZVPD) for C53H50Cl2CsN6O2PS2 as an isolated structure in a non-equilibrium geometry.

The value obtained for the HOMO energy is -0.0531 Ha. Its net charge is -2. The total energy is -4606.88610 hartree. The calculation puts the LUMO energy at 3.57 eV. The calculation puts the largest force on an atom at 0.0714 hartree/bohr. The calculation puts the orbital gap at 5.016 eV.

Positions of all 117 atoms, in Å:
1 Cs -0.7750 0.2108 0.5471
2 Cl -1.3550 5.2960 2.2454
3 Cl -0.8976 2.5718 3.1748
4 S -2.6147 2.5654 -0.5223
5 S 0.9509 -3.4847 -0.4920
6 P 2.7989 2.0706 -0.4993
7 O 0.9763 -0.1924 2.0663
8 O -2.6268 -1.5245 0.3758
9 N 0.1980 3.7168 -0.2568
10 N -1.1204 -1.0544 4.0079
11 N -1.8348 0.9591 -3.0884
12 N 0.2708 -1.4772 -2.9280
13 N 3.3101 -0.8002 0.4051
14 N -1.5989 -1.0988 2.8019
15 C -5.5481 0.7968 -3.4649
16 C -1.0944 2.1852 -3.3081
17 C -5.9661 1.4923 -2.3457
18 C 4.0146 0.8485 -1.2272
19 C 4.5239 5.9053 -2.4324
20 C 0.0218 -3.7409 -1.9217
21 C 4.0087 -0.4671 -0.7113
22 C 3.1355 3.9527 -2.5105
23 C 0.5342 -0.8268 5.6308
24 C -4.9149 -2.4945 3.6997
25 C -3.6494 -1.9637 3.8339
26 C 3.1801 2.2889 3.5623
27 C 3.5448 3.5854 -1.2325
28 C -1.5210 -0.0887 -4.0366
29 C 1.2551 -0.9787 8.3452
30 C 4.4226 4.4171 -0.5502
31 C -0.9779 -3.2374 -4.0552
32 C -5.0229 2.0269 -1.4969
33 C -0.0903 -0.9246 7.9707
34 C 2.5584 -0.6958 3.7059
35 C -0.2042 -2.8094 -2.9815
36 C 4.7941 1.1253 -2.3427
37 C -0.3179 4.2517 3.2171
38 C -3.6505 1.8774 -1.7132
39 C 0.1632 -0.7628 4.2445
40 C 2.8913 -0.8614 5.0041
41 C 3.5190 2.1121 1.1819
42 C -0.0653 -0.5696 -4.0051
43 C -3.2184 1.1672 -2.8593
44 C 4.9109 5.5656 -1.1482
45 C 4.5368 2.1025 3.7704
46 C 2.2291 -0.9590 7.3768
47 C -5.4520 -2.6751 2.4367
48 C -1.3463 -5.3947 -3.0929
49 C 3.6217 5.1007 -3.1096
50 C -0.5619 -5.0106 -2.0281
51 C 1.8965 -0.8748 6.0186
52 C -3.4212 -1.8329 1.4307
53 C 5.3799 1.9023 2.6898
54 C -4.7040 -2.3462 1.3139
55 C -3.0504 -1.8854 -0.9139
56 C -1.5541 -4.4983 -4.1233
57 C 1.1947 -0.5232 3.2536
58 C 5.5785 0.1557 -2.9445
59 C 5.5828 -1.1307 -2.4272
60 C 4.8182 -1.4330 -1.3237
61 C 4.8777 1.9069 1.4014
62 C 1.6597 -1.3021 -2.5612
63 C -4.1898 0.6522 -3.7092
64 C 1.3123 3.5306 0.0552
65 C 2.6803 2.2903 2.2726
66 C -2.8723 -1.6140 2.7224
67 C -0.4384 -0.8590 6.6445
68 H -3.2119 -1.8041 4.8075
69 H 2.4271 3.3264 -3.0371
70 H -6.2666 0.3659 -4.1508
71 H 2.5352 -0.2141 0.7016
72 H -0.0690 2.0920 -2.9473
73 H 6.1770 -1.9046 -2.8957
74 H -1.4746 -0.8248 6.3457
75 H 2.3419 -1.4586 -3.4138
76 H 1.6217 2.3891 2.0981
77 H 2.5052 2.4083 4.4005
78 H 4.8066 -2.4380 -0.9253
79 H 5.5427 1.7389 0.5648
80 H -0.3399 4.6140 4.2441
81 H 6.4359 1.7312 2.8538
82 H -3.9085 -1.2910 -1.2512
83 H -5.4846 -2.7678 4.5793
84 H -2.1535 -4.7627 -4.9855
85 H 1.5219 -1.0421 9.3931
86 H -6.4497 -3.0770 2.3137
87 H 0.5831 0.3011 -3.8978
88 H 4.9191 6.7990 -2.8997
89 H 6.1797 0.4048 -3.8108
90 H 0.1661 -1.0092 -4.9939
91 H 3.9304 -0.9726 5.2956
92 H -1.5721 2.9860 -2.7511
93 H 3.3160 -0.6605 2.9356
94 H 1.9097 -2.0137 -1.7781
95 H -1.1520 -2.5770 -4.8921
96 H -1.0743 2.4709 -4.3729
97 H 3.2764 -1.0156 7.6524
98 H 3.0854 -1.7796 0.5135
99 H -3.2961 -2.9503 -0.9807
100 H -2.1734 -0.9347 -3.8180
101 H 1.8010 -0.2870 -2.1852
102 H -7.0203 1.6192 -2.1352
103 H -0.7314 3.4265 -0.5967
104 H 4.9344 2.0880 4.7760
105 H -1.7924 -6.3828 -3.1192
106 H -0.3846 -5.7041 -1.2157
107 H -2.2137 -1.6947 -1.5818
108 H 4.7249 4.1704 0.4561
109 H -1.7181 0.2564 -5.0722
110 H -5.3275 2.5633 -0.6089
111 H 0.6849 4.2871 2.7921
112 H 3.2928 5.3780 -4.1024
113 H -0.8615 -0.9396 8.7326
114 H -5.1374 -2.4903 0.3349
115 H -3.8965 0.1199 -4.6022
116 H 5.5891 6.2068 -0.5994
117 H 4.7949 2.1226 -2.7628

***

(2)
Density functional theory data (ωB97M-V/def2-TZVPD) for C53H51BrGeN6O4SiTi as an isolated structure in a non-equilibrium geometry.

The value obtained for the HOMO energy (spin up / spin down) is -0.2443 / -0.2443 Ha. Its net charge is 0. The total energy is -8469.84000 hartree. The calculation puts the LUMO energy (spin up / spin down) at -0.97 / -0.97 eV. The calculation puts the largest force on an atom at 0.0528 hartree/bohr. The calculation puts the orbital gap (spin up / spin down) at 5.674 / 5.673 eV.

Positions of all 118 atoms, in Å:
1 Br 4.0994 -5.1244 5.2206
2 Ge -1.5043 2.3247 -0.4955
3 Ti 0.6862 0.5149 -0.8621
4 Si -1.7769 -1.6577 0.0370
5 O -0.9431 -0.4504 -0.6429
6 O 1.1818 0.5977 0.9244
7 O 0.9016 1.9157 -4.7399
8 O 0.4868 -0.9543 -4.6627
9 N 2.9916 0.7027 -0.9338
10 N 6.5592 0.6058 2.3632
11 N 1.4174 -1.4730 -1.3009
12 N 7.0523 -0.2384 3.1174
13 N 1.1192 2.5451 -1.2630
14 N 0.7498 0.5268 -2.8764
15 C -0.9359 -3.3545 0.0877
16 C 1.9946 4.7096 -0.7758
17 C -2.0548 0.1647 3.7836
18 C 5.2582 0.7525 -1.6777
19 C -5.6370 -2.2655 -2.5412
20 C -3.3154 -1.9293 -1.0034
21 C -3.0383 -2.1094 2.5561
22 C 2.1146 4.9985 -2.1256
23 C 4.9956 -3.5955 4.5613
24 C 5.1631 0.5876 2.0484
25 C 0.1376 -5.9521 0.1411
26 C 3.8674 0.7305 -1.9070
27 C -4.8091 -1.1744 -2.7612
28 C 4.9537 -3.3175 3.2029
29 C 2.4322 -3.5798 -0.8964
30 C 1.7303 4.0304 -3.0422
31 C 2.4399 0.6417 1.3528
32 C 4.1851 0.5819 3.0078
33 C 3.4477 0.6856 0.3482
34 C 2.8180 0.6217 2.6718
35 C 5.7309 0.7254 -0.3960
36 C 0.1184 -5.1819 1.2961
37 C -2.8806 -0.6950 4.4915
38 C -4.1217 3.8675 1.2504
39 C -0.4156 -3.9000 1.2653
40 C 6.3597 -1.6688 4.9413
41 C 5.5937 -2.1907 2.7192
42 C 0.9000 1.7230 -3.5474
43 C -4.1494 -3.0347 -0.8177
44 C -0.9058 -4.1501 -1.0615
45 C -4.2830 3.3511 -4.5557
46 C 1.3057 -1.7834 -2.5957
47 C -2.2078 -1.2555 1.8230
48 C -4.5521 4.5332 2.5515
49 C -3.3754 -1.8361 3.8731
50 C 1.7337 -2.9929 -3.1061
51 C 0.7653 -0.7006 -3.5193
52 C 2.3210 -3.9013 -2.2391
53 C -2.2443 3.6848 -3.0908
54 C 6.2796 -1.3539 3.5936
55 C -3.6613 -1.0120 -1.9975
56 C -3.7089 2.4154 1.4540
57 C -0.3751 -5.4325 -1.0403
58 C 5.6953 -2.7811 5.4359
59 C -5.3029 -3.2003 -1.5702
60 C 1.9488 -2.3581 -0.4615
61 C -1.7258 -0.1134 2.4628
62 C -3.7409 3.3961 -3.1325
63 C -1.6861 3.9226 -1.6860
64 C 4.8100 0.6851 0.6768
65 C -3.2712 1.7045 0.1725
66 C 1.2368 2.8314 -2.5749
67 C 1.5031 3.4780 -0.3804
68 H -5.3961 4.0046 3.0002
69 H 1.6038 -3.1855 -4.1617
70 H 2.0584 0.6085 3.4421
71 H 2.5019 5.9527 -2.4557
72 H -4.2703 4.1608 -2.5545
73 H -0.9227 3.0233 0.7988
74 H -1.3255 -3.7679 -1.9871
75 H 0.5040 -5.5857 2.2247
76 H -4.8523 5.5706 2.3957
77 H -2.9033 2.3785 2.1940
78 H -6.5362 -2.3934 -3.1308
79 H 1.9847 -2.0732 0.5837
80 H 1.3947 3.2194 0.6635
81 H -3.4343 -3.0071 2.0928
82 H 2.8581 -4.2723 -0.1846
83 H -0.3713 -6.0315 -1.9433
84 H -4.0245 -2.5111 4.4170
85 H 5.5666 -1.9667 1.6602
86 H 6.7925 0.7370 -0.1863
87 H 5.9308 0.7873 -2.5230
88 H -1.6754 1.0637 4.2554
89 H -3.9450 2.4417 -2.6399
90 H 4.4681 0.5429 4.0519
91 H -3.1448 -0.4755 5.5184
92 H -0.4364 -3.3154 2.1790
93 H 2.6797 -4.8548 -2.6039
94 H -3.7357 4.5263 3.2773
95 H 3.4737 0.7399 -2.9181
96 H -0.6943 4.3683 -1.7656
97 H 2.2837 5.4262 -0.0197
98 H -4.0255 1.8410 -0.6052
99 H -3.2869 4.4248 0.8162
100 H -1.0886 0.5751 1.9216
101 H -3.8892 -3.7915 -0.0845
102 H -5.0545 -0.4523 -3.5305
103 H -4.1271 4.3057 -5.0627
104 H -4.5518 1.8677 1.8930
105 H -3.7766 2.5805 -5.1411
106 H -2.2989 4.6486 -1.1443
107 H 0.5369 -6.9588 0.1646
108 H -3.2163 0.6339 0.3559
109 H 6.9332 -1.0315 5.6019
110 H 1.7947 4.1717 -4.1121
111 H -5.3523 3.1349 -4.5720
112 H -2.0448 4.5614 -3.7190
113 H -1.7145 2.8510 -3.5687
114 H 5.7334 -3.0198 6.4894
115 H 4.4219 -3.9776 2.5316
116 H -3.0115 -0.1631 -2.1821
117 H -5.9384 -4.0617 -1.4056
118 H -4.9385 3.9111 0.5223

***

(3)
Density functional theory data (ωB97M-V/def2-TZVPD) for C53H52AsFeN8OS as an isolated structure in a non-equilibrium geometry.

Its expectation value of S² is 8.836. The value obtained for the HOMO energy (spin up / spin down) is -0.2301 / -0.2525 Ha. Its net charge is 0. The multiplicity is 6. The total energy is -6461.62266 hartree. The calculation puts the LUMO energy (spin up / spin down) at -0.02 / -1.05 eV. The calculation puts the largest force on an atom at 0.0202 hartree/bohr. The calculation puts the orbital gap (spin up / spin down) at 6.237 / 5.818 eV.

Positions of all 117 atoms, in Å:
1 As -2.6587 -2.8568 -0.2939
2 Fe 1.1146 0.6416 -0.3770
3 S -0.5529 -0.1728 1.2901
4 O -1.1288 -2.4169 -0.7413
5 N 0.1753 1.4152 -1.8491
6 N -1.2153 0.7892 3.5888
7 N 1.6492 -1.1536 -1.3173
8 N 2.5468 1.9286 -1.0510
9 N -1.0208 1.5941 4.6062
10 N -0.1594 2.3695 2.1893
11 N 0.2406 2.6410 0.9674
12 N 2.4459 -0.0256 0.7984
13 C -4.2833 -0.5151 -0.1184
14 C 0.1901 2.1464 5.0710
15 C 1.0323 5.9607 -0.4549
16 C -3.7471 -1.5340 2.0104
17 C 4.3760 -3.1103 1.5357
18 C 0.6675 3.9900 0.8984
19 C -3.6355 -3.3180 -1.8831
20 C 0.7224 3.9478 -4.5279
21 C -2.8780 -3.8774 -2.9090
22 C -0.5722 1.1146 2.3826
23 C 1.1678 -1.7280 -2.5817
24 C -2.6044 -4.4383 0.7810
25 C 3.2415 2.7897 -3.1818
26 C 0.1929 3.0843 -3.5773
27 C 3.8222 -4.2791 1.0623
28 C -4.9566 0.5020 0.5405
29 C -3.7271 -4.9512 1.4239
30 C 2.5798 2.0962 5.2579
31 C -3.6382 -6.1643 2.0901
32 C -3.6903 -1.5366 0.6198
33 C -4.8330 -3.9238 -4.3107
34 C 2.8783 -1.2641 0.6634
35 C 1.7386 5.9453 1.8385
36 C 1.6545 6.5985 0.6140
37 C -1.2015 0.9976 -2.1347
38 C -1.3364 -0.0987 -3.2210
39 C 4.2324 1.6618 0.8424
40 C -1.3133 -6.3405 1.4689
41 C 1.4105 1.5718 4.7348
42 C 3.1102 0.9766 1.6066
43 C 1.3183 3.7461 6.4633
44 C -2.4339 -6.8600 2.1072
45 C 0.8150 2.2969 -2.5948
46 C -3.4776 -4.1804 -4.1226
47 C 0.1429 3.2244 5.9455
48 C 0.5306 4.6744 -0.3088
49 C 3.9521 1.8870 -0.6554
50 C 2.1861 -1.9695 -0.4367
51 C -5.0374 0.4928 1.9287
52 C 3.9662 -1.7875 1.3715
53 C 2.2523 2.3900 -2.2475
54 C -1.3953 -5.1237 0.8028
55 C 2.5444 3.1874 6.1217
56 C 2.0354 4.1702 -4.8976
57 C 2.7547 -4.3739 0.1659
58 C -0.2118 -0.2646 -4.2526
59 C 1.1678 -0.7164 -3.7348
60 C 3.1458 3.5627 -4.3228
61 C -4.4269 -0.5171 2.6628
62 C 2.0871 -3.3878 -0.5236
63 C 1.2453 4.6547 1.9867
64 C -4.9933 -3.0815 -2.0634
65 C -5.5915 -3.3863 -3.2794
66 H -0.8880 3.0297 -3.5802
67 H 1.7548 0.1408 -3.4156
68 H 0.1684 -2.1368 -2.4167
69 H -5.5726 1.2836 2.4405
70 H 4.0913 3.7521 -4.8234
71 H -6.6497 -3.2003 -3.4227
72 H -0.0230 4.4850 -5.1067
73 H 2.1861 6.4490 2.6908
74 H -3.2341 -2.2987 2.5795
75 H 1.4301 0.7057 4.0849
76 H 2.2123 4.8413 -5.7300
77 H -5.5870 -2.6581 -1.2615
78 H -0.0688 0.6602 -4.8146
79 H 5.1516 1.0762 0.9118
80 H 1.3291 -3.7272 -1.2173
81 H -0.8155 3.6655 6.2031
82 H 2.3690 1.7179 1.8685
83 H -1.4631 -1.0440 -2.6944
84 H -1.5910 0.5871 -1.2049
85 H -1.8207 -4.0535 -2.7563
86 H 4.4316 2.8246 -0.9379
87 H 4.5536 -1.0569 1.9134
88 H -2.3684 -7.8093 2.6265
89 H -4.4614 -0.5020 3.7455
90 H 5.2443 -3.2332 2.1758
91 H 4.2393 2.4467 -2.9467
92 H 2.0558 7.5991 0.4973
93 H 3.4608 3.5872 6.5367
94 H -2.8878 -4.6078 -4.9248
95 H -1.8251 1.8624 -2.3698
96 H -0.3752 -6.8834 1.4904
97 H 4.4435 1.0901 -1.2271
98 H 3.5297 1.6432 4.9945
99 H -0.5297 -4.6819 0.3214
100 H -4.5069 -6.5695 2.5937
101 H 1.7127 -1.1415 -4.5804
102 H 2.4332 -5.3863 -0.0648
103 H -4.6636 -4.4033 1.4151
104 H 1.3000 4.1428 2.9397
105 H -5.2970 -4.1400 -5.2655
106 H -4.1997 -0.5020 -1.1973
107 H 3.4833 0.5610 2.5448
108 H -2.2656 0.0783 -3.7718
109 H 1.8201 -2.5621 -2.8504
110 H -0.0014 4.1859 -1.1170
111 H 0.9340 6.4679 -1.4082
112 H 4.4226 2.6183 1.3340
113 H 4.2614 -5.2079 1.4059
114 H 1.2760 4.5965 7.1337
115 H -5.4064 1.3087 -0.0252
116 H -0.5734 -1.0025 -4.9753
117 H -1.8323 1.7063 5.1905

***

(4)
Density functional theory data (ωB97M-V/def2-TZVPD) for C53H52CdN3O3PS5 as an isolated structure in a non-equilibrium geometry.

The value obtained for the HOMO energy is -0.0504 Ha. Its net charge is -2. The total energy is -4940.99015 hartree. The calculation puts the LUMO energy at 3.74 eV. The calculation puts the largest force on an atom at 0.0867 hartree/bohr. The calculation puts the orbital gap at 5.114 eV.

Positions of all 118 atoms, in Å:
1 Cd -1.0444 0.7041 0.2900
2 S -3.4993 1.4762 1.0183
3 S -3.8335 -1.9930 3.6493
4 S -6.6277 -1.7022 4.7089
5 S -1.5985 -1.3841 1.7239
6 S -5.4352 0.3821 2.9563
7 P 2.2199 -1.7775 0.0049
8 O 3.0229 3.0036 -2.9505
9 O 1.3089 4.0950 1.5885
10 O -3.1913 1.9741 -3.3619
11 N -0.4863 2.4049 -0.9972
12 N -1.7827 0.3656 -2.4337
13 N 0.1427 2.0891 1.8142
14 C -1.5858 -1.0939 -4.3600
15 C 0.2777 -3.1660 -1.4543
16 C 1.3655 -1.0758 4.0591
17 C -0.5772 3.2378 3.9067
18 C -3.0863 -0.9278 2.4526
19 C -0.3804 -0.3399 -5.0551
20 C -3.8957 0.2354 2.0758
21 C -5.6923 0.0096 -2.3467
22 C 0.5652 3.2066 1.1361
23 C 0.0318 3.4152 -0.2327
24 C -0.0418 4.7518 -0.6773
25 C -0.9780 5.6411 3.2437
26 C -0.2156 -4.1986 -2.2699
27 C -1.6276 4.0220 -2.3582
28 C 0.5157 2.5615 5.9867
29 C -1.9792 -2.3012 -4.9395
30 C 2.2985 -3.8781 1.7466
31 C 0.9447 -1.0170 -4.7436
32 C 3.5675 -0.8815 -0.8725
33 C 1.2392 1.6115 5.2956
34 C -3.1127 -3.0053 -4.5121
35 C -2.2177 1.6438 -2.6542
36 C 3.3126 0.3558 3.5580
37 C 4.1192 0.2229 -0.1513
38 C -2.8876 4.2464 4.0327
39 C -0.8980 5.0593 -1.7426
40 C -5.3675 -1.1559 3.8118
41 C 3.1026 -2.9102 1.1244
42 C -2.3156 -0.6155 -3.2566
43 C 4.4885 -2.9158 1.3972
44 C 1.7959 0.2144 3.3674
45 C -1.5278 4.2049 3.2699
46 C -4.8865 -1.7261 -0.7514
47 C 2.0497 -4.9295 -2.6116
48 C -3.5435 -1.2676 -2.8845
49 C -0.3367 1.2007 -4.9493
50 C -4.4437 -0.7369 -1.8211
51 C 5.9147 0.4923 -1.7196
52 C 4.1992 -1.1799 -2.1216
53 C 2.8101 -4.7240 2.7184
54 C 5.2746 0.8696 -0.5724
55 C -0.3229 3.4006 5.2523
56 C 5.3414 -0.4955 -2.5221
57 C 4.9989 -3.7563 2.3570
58 C 0.6787 -5.1105 -2.8247
59 C 2.5285 -3.8974 -1.8044
60 C 1.6490 -3.0018 -1.1728
61 C 2.3578 2.0868 -3.0818
62 C 4.1553 -4.7233 2.9535
63 C -1.3892 2.6813 -1.9615
64 C -3.9245 -2.3958 -3.5709
65 C 0.1328 2.2015 3.2081
66 C 1.0233 1.3472 3.9299
67 H 1.2673 -3.9421 1.4456
68 H 5.6380 1.6876 0.0567
69 H 3.7985 -0.4978 3.0710
70 H 0.5523 2.5811 7.0751
71 H 0.4252 1.5743 -5.6634
72 H -4.8577 -2.8574 -3.2905
73 H 3.6955 0.5029 0.8195
74 H -3.2502 -4.0210 -4.8632
75 H -1.3475 -2.6725 -5.7825
76 H 5.8423 -0.7079 -3.4623
77 H 3.7531 -1.8750 -2.8291
78 H 1.6820 -0.5027 -5.4027
79 H 0.0778 5.6854 2.9304
80 H -3.3236 3.2690 4.0853
81 H 0.9465 -2.1031 -4.9480
82 H -1.5228 6.2445 2.5435
83 H -1.7453 3.8407 2.2408
84 H -6.2384 0.4820 -1.5384
85 H -3.6002 4.8644 3.4905
86 H 2.0989 -5.4119 3.1885
87 H 1.9253 0.9239 5.8131
88 H 0.5379 5.5118 -0.1244
89 H -0.5503 -0.5232 -6.1452
90 H 1.8631 -1.9729 3.5909
91 H -0.8202 4.2419 5.7309
92 H -1.2943 -4.2371 -2.4162
93 H -5.3509 0.7915 -3.0125
94 H 1.2650 -0.8576 -3.7194
95 H -2.3517 4.2142 -3.1549
96 H 1.5446 -1.0074 5.1373
97 H 6.8752 0.9299 -1.9671
98 H 0.3172 -5.8921 -3.4994
99 H 3.6102 -3.8336 -1.6169
100 H -0.9436 6.0708 -2.1566
101 H 1.6046 0.0857 2.2972
102 H 6.0461 -3.7159 2.6576
103 H -0.0721 1.5455 -3.9513
104 H -1.1265 6.1011 4.2198
105 H -2.7951 4.6478 5.0469
106 H -6.4029 -0.7074 -2.7829
107 H 0.2971 -1.2147 3.9180
108 H -0.4068 -2.4491 -1.0348
109 H 4.5580 -5.4895 3.6492
110 H 3.7296 1.2270 3.0698
111 H 3.6394 0.3664 4.6135
112 H -4.0626 -2.2925 -0.2825
113 H 5.1469 -2.2292 0.8751
114 H -5.3486 -1.1696 0.0538
115 H -1.2991 1.6051 -5.2487
116 H -3.8481 0.0476 -1.3059
117 H 2.7560 -5.5646 -3.1690
118 H -5.6352 -2.4246 -1.1498

***

- What is the formula in the third record?
  C53H52AsFeN8OS

***

- Number 4 is which compound?
  C53H52CdN3O3PS5